# C4H14N2O

A cluster of 2 separate species, C4H14N2O in total at a distorted geometry (wB97M-V/def2-TZVPD, the OMol25 dataset).

## Properties
- total charge = 0
- multiplicity = 1
- LUMO energy (eV) = 0.9
- DFT total energy (hartree) = -345.511867
- highest occupied orbital energy (eV) = -8.63
- HOMO-LUMO gap (hartree) = 0.3487
- SMILES = CCCNCN.O

Each line ends with the natural charge from an NBO analysis.
Atoms and positions in Å:
C1 1.21811 -1.57382 -1.50616  -0.615
C2 -0.08389 -0.91734 -1.96815  -0.407
C3 -1.08642 -0.51372 -0.87274  -0.213
N1 -0.82704 0.86221 -0.40564  -0.653
C4 -1.19927 1.10909 1.04872  -0.070
N2 -0.15574 1.91065 1.63187  -0.856
H1 0.97117 -2.01559 -0.53622  0.209
H2 2.07017 -0.91995 -1.31234  0.208
H3 1.51663 -2.28528 -2.28314  0.210
H4 0.08843 -0.07590 -2.63735  0.207
H5 -0.62397 -1.69680 -2.53628  0.200
H6 -1.10272 -1.17805 -0.00478  0.162
H7 -2.08556 -0.49167 -1.32591  0.181
H8 0.13845 1.13001 -0.55632  0.359
H9 -2.18346 1.51305 0.80175  0.185
H10 -1.28615 0.13012 1.53995  0.158
H11 -0.33063 2.89324 1.45788  0.374
H12 -0.18041 1.79324 2.64039  0.364
H13 2.32237 0.55148 2.38851  0.465
H14 0.95905 0.04706 2.15311  0.466
O1 1.86090 -0.27205 2.28282  -0.935


# C4H16N2O4

A cluster of 4 separate species, C4H16N2O4 in total at a distorted geometry (wB97M-V/def2-TZVPD, the OMol25 dataset).

## Properties
- total charge = -1
- multiplicity = 2
- LUMO energy (spin up / spin down) (eV) = 3.2 / 3.2
- DFT total energy (hartree) = -572.457970
- highest occupied orbital energy (spin up / spin down) (eV) = 0.99 / -6.09
- HOMO-LUMO gap (spin up / spin down) (hartree) = 0.0815 / 0.3397

Each line ends with the Löwdin spin population.
Atoms and positions in Å:
C1 -2.31757 -1.05597 1.49378  0.229
N1 -1.16931 -1.09016 0.58048  0.026
C2 0.26308 -0.76436 2.68859  0.108
C3 0.18160 -1.00034 1.16474  0.095
C4 0.89125 0.16278 0.55433  0.049
N2 0.15077 1.23917 0.20523  0.030
O1 2.12099 0.13239 0.30431  0.025
H1 -2.15080 -1.42693 2.50782  0.040
H2 -2.78250 -0.07423 1.62096  0.030
H3 -3.07299 -1.71311 1.05012  0.049
H4 -1.21938 -1.96836 0.08331  0.052
H5 -0.28087 0.11625 3.03992  0.016
H6 1.30718 -0.66253 2.98772  0.013
H7 -0.17234 -1.57377 3.30175  0.049
H8 0.74795 -1.94054 1.09230  0.052
H9 0.55613 2.01368 -0.27647  0.012
H10 -0.83757 1.05664 0.11184  0.020
H11 -0.51769 -0.22079 -3.44832  0.005
H12 -1.19165 -0.44442 -2.13826  0.006
O2 -1.29173 -0.67711 -3.08707  0.028
H13 2.48598 1.20596 -0.80656  0.002
H14 3.52560 1.47904 -1.98343  0.007
O3 2.66182 1.74976 -1.63309  0.020
H15 0.32493 2.43763 -3.48500  0.009
H16 1.34545 1.50654 -2.77032  0.004
O4 0.44165 1.51279 -3.15870  0.023


# C29H76FN5O4

A cluster of 6 separate species, C29H76FN5O4 in total at a distorted geometry (wB97M-V/def2-TZVPD, the OMol25 dataset).

## Properties
- total charge = +4
- multiplicity = 1
- LUMO energy (eV) = -6.7
- DFT total energy (hartree) = -1823.581728
- highest occupied orbital energy (eV) = -12.54
- HOMO-LUMO gap (hartree) = 0.2158

Each line ends with the Löwdin charge.
Atoms and positions in Å:
F1 0.03367 -0.38081 0.43888  -0.989
C1 -0.85742 9.85698 7.17260  -0.093
C2 -0.03418 8.68484 6.63822  -0.255
C3 -0.54433 8.10170 5.26806  -0.187
C4 0.19275 6.95639 4.56372  -0.100
N1 0.42586 5.71297 5.45769  -0.222
C5 0.99584 4.64638 4.45225  -0.080
C6 2.50480 4.86815 4.55242  -0.141
C7 2.85100 5.15855 6.03777  -0.109
C8 1.51042 5.67258 6.51633  -0.121
C9 -0.89811 5.31497 6.10558  0.032
H1 -0.46617 10.39004 8.03913  0.086
H2 -1.71094 9.35832 7.63188  0.075
H3 -1.21276 10.52896 6.39141  0.082
H4 0.13028 8.04321 7.50388  0.097
H5 0.96641 9.03294 6.38182  0.104
H6 -0.58964 8.89561 4.52258  0.123
H7 -1.61915 7.92048 5.27260  0.109
H8 1.17464 7.36527 4.32541  0.133
H9 -0.30626 6.74298 3.61844  0.135
H10 0.72350 3.73122 4.97801  0.131
H11 0.46318 4.57768 3.50375  0.137
H12 2.93618 3.99773 4.05808  0.124
H13 2.74542 5.72039 3.91689  0.111
H14 3.10837 4.25377 6.58842  0.121
H15 3.61062 5.91962 6.21625  0.127
H16 1.22176 5.33032 7.51013  0.146
H17 1.67595 6.73868 6.67168  0.109
H18 -1.54611 5.17923 5.23969  0.113
H19 -1.27262 6.12245 6.73473  0.100
H20 -0.81432 4.45207 6.76625  0.112
C10 -2.25054 -2.92875 -7.34362  0.010
N2 -0.73804 -3.04179 -7.58592  -0.350
C11 -0.40394 -4.51486 -7.26385  0.046
C12 -0.46379 -2.64680 -9.02463  0.027
C13 0.12965 -2.10635 -6.68765  -0.062
C14 0.25966 -2.39804 -5.13355  -0.176
O1 -1.06276 -2.39162 -4.48565  -0.075
H21 -2.75254 -3.67011 -7.96530  0.111
H22 -2.64777 -1.92383 -7.48667  0.112
H23 -2.46559 -3.19133 -6.30781  0.090
H24 0.68376 -4.46910 -7.31795  0.113
H25 -0.91138 -5.13657 -8.00147  0.115
H26 -0.72653 -4.67205 -6.23462  0.103
H27 -0.96022 -3.45696 -9.55879  0.110
H28 0.60227 -2.78785 -9.20276  0.112
H29 -0.87880 -1.65311 -9.19323  0.120
H30 -0.33943 -1.12263 -6.66863  0.131
H31 1.05123 -1.98262 -7.25640  0.129
H32 0.90811 -1.65917 -4.66273  0.128
H33 0.78859 -3.32037 -4.89350  0.108
H34 -0.86518 -2.06537 -3.60465  0.093
C15 -3.79483 6.99442 -5.06296  0.030
N3 -2.83828 5.91373 -4.41845  -0.314
C16 -3.31012 4.61111 -5.09989  0.014
C17 -1.36785 6.21022 -4.78140  0.030
C18 -3.09468 5.83505 -2.79068  -0.019
C19 -2.57156 4.58650 -2.02863  -0.253
O2 -1.21634 4.30039 -2.16597  -0.041
H35 -3.49898 8.01506 -4.82033  0.116
H36 -4.80151 6.62979 -4.85860  0.099
H37 -3.69978 6.83382 -6.13687  0.097
H38 -4.39163 4.53714 -4.98602  0.110
H39 -2.74888 3.76194 -4.70999  0.100
H40 -2.92804 4.82713 -6.09761  0.102
H41 -0.92520 6.70460 -3.91668  0.104
H42 -1.36101 6.64603 -5.78046  0.113
H43 -0.87972 5.25862 -4.57097  0.092
H44 -4.18240 5.90050 -2.76462  0.124
H45 -2.68230 6.74535 -2.35548  0.129
H46 -3.16698 3.68838 -2.19279  0.126
H47 -2.75208 4.91625 -1.00551  0.126
H48 -1.06386 3.40168 -1.86484  0.111
C20 -2.70483 -5.90868 0.77911  0.012
N4 -3.00295 -7.36868 0.91519  -0.326
C21 -1.88143 -8.11444 1.70371  0.021
C22 -4.24071 -7.57789 1.71742  -0.006
C23 -3.19061 -7.85350 -0.60422  -0.076
C24 -3.27627 -9.33864 -0.69578  -0.254
O3 -3.53110 -9.77512 -2.02034  0.000
H49 -2.67270 -5.59831 1.82349  0.115
H50 -3.52190 -5.46897 0.20713  0.117
H51 -1.78577 -5.78132 0.20710  0.111
H52 -1.66891 -7.85870 2.74176  0.111
H53 -0.95441 -7.95703 1.15240  0.106
H54 -2.04766 -9.17676 1.88245  0.108
H55 -4.09375 -7.00821 2.63501  0.115
H56 -4.56481 -8.57469 2.01648  0.118
H57 -5.05711 -7.23856 1.07989  0.115
H58 -2.37081 -7.37824 -1.14288  0.136
H59 -4.14336 -7.47216 -0.97156  0.139
H60 -4.01277 -9.74748 -0.00403  0.131
H61 -2.31711 -9.72342 -0.34928  0.120
H62 -3.83636 -8.99695 -2.49242  0.085
C25 4.53691 -4.64676 0.96741  -0.015
N5 5.20797 -4.18327 2.25146  -0.329
C26 4.17281 -3.09034 2.78403  0.044
C27 5.22518 -5.36941 3.25118  0.041
C28 6.46906 -3.37611 1.96196  -0.067
C29 7.69656 -4.28014 1.55628  -0.139
O4 7.94591 -5.37809 2.52029  -0.091
H63 5.20076 -5.35393 0.47010  0.099
H64 4.46301 -3.86596 0.21044  0.112
H65 3.53882 -5.05051 1.13743  0.105
H66 3.15108 -3.46286 2.71054  0.108
H67 4.35780 -2.16803 2.23339  0.103
H68 4.53464 -2.93942 3.80109  0.105
H69 5.88256 -5.15865 4.09471  0.113
H70 5.71134 -6.18529 2.71630  0.098
H71 4.16290 -5.51830 3.44478  0.106
H72 6.65898 -3.07315 2.99165  0.133
H73 6.17428 -2.54239 1.32470  0.136
H74 8.61860 -3.74216 1.33597  0.133
H75 7.38833 -4.96508 0.76638  0.108
H76 8.69791 -5.80446 2.10280  0.096


# CHBrClNO

A cluster of 2 separate species, CHBrClNO in total at a distorted geometry (wB97M-V/def2-TZVPD, the OMol25 dataset).

## Properties
- total charge = 0
- multiplicity = 1
- LUMO energy (eV) = 0.3
- DFT total energy (hartree) = -3202.775296
- highest occupied orbital energy (eV) = -9.73
- HOMO-LUMO gap (hartree) = 0.3679
- SMILES = [O-][N+]#CCl.Br

Each line ends with the natural charge from an NBO analysis.
Atoms and positions in Å:
C1 1.91461 -0.24462 0.12783  0.021
N1 1.60561 0.82440 -0.24213  0.210
O1 1.03265 1.81990 -0.45200  -0.376
Cl1 2.77948 -1.42864 0.85122  0.146
Br1 -3.59937 -0.42270 0.54372  -0.194
H1 -3.73298 -0.54834 -0.82863  0.194


- The highest DFT total energy belongs to which entry?
  C4H14N2O


- Which formula does entry 1 have?
  C4H14N2O


- Among the records above, which one has the lowest DFT total energy?
  CHBrClNO